1.
{
  "formula": "C25H29N5O7S",
  "method": "ωB97M-V/def2-TZVPD",
  "symbols": ["H", "O", "H", "H", "C", "H", "H", "H", "H", "H", "C", "H", "H", "C", "C", "C", "H", "H", "H", "C", "O", "C", "H", "C", "C", "H", "C", "C", "C", "C", "H", "H", "C", "O", "H", "C", "O", "H", "H", "S", "H", "O", "C", "C", "C", "N", "C", "H", "C", "C", "C", "N", "C", "C", "H", "N", "H", "H", "H", "H", "H", "O", "C", "H", "N", "O", "N"],
  "positions_angstrom": [[-4.127709, 0.832378, -4.639451], [-2.079109, 0.703198, -4.965221], [0.515560, 5.143290, -2.264168], [-2.943892, 3.152332, -0.956034], [0.905456, 1.368768, 0.540679], [1.243384, -0.857074, -2.454024], [-4.561759, 3.086877, -1.703266], [-3.504981, 1.187568, -6.270233], [2.028634, 2.473262, -4.305026], [2.913733, 1.397223, 3.982998], [-2.087161, 1.139705, -2.519390], [3.488333, 1.233544, 5.662480], [-0.775838, -7.810687, -0.076738], [-0.228659, 0.185944, -1.293395], [0.066145, -6.007753, 0.386264], [0.362678, -2.313198, 0.049248], [-1.436177, -6.430104, -0.923056], [-4.011236, 1.753111, -0.659821], [-1.359547, 1.750287, 3.852365], [0.745438, -3.549884, 0.582835], [1.502027, 0.898460, 5.416389], [-0.496659, 1.108091, 4.042480], [2.452387, 3.333349, 6.298285], [0.967016, 2.451041, -0.484685], [0.363346, 1.712773, 5.166933], [-0.237789, 1.713854, 6.085868], [-1.412995, 0.910241, -1.328528], [-3.327205, 1.315960, -5.202476], [-0.376851, -0.129894, -3.649881], [-1.565664, 0.593892, -3.710104], [2.294791, 4.220441, -4.168422], [-0.834622, 0.115131, 4.351884], [0.894181, -1.049906, 0.513908], [1.767868, 2.225631, -1.555881], [1.002301, 0.315009, 2.787102], [-3.698517, 2.496798, -1.398798], [0.877900, -6.399927, 1.209931], [1.838676, -4.709986, 1.804914], [0.790925, 3.299415, 3.754078], [-0.953011, -2.574547, -1.056109], [2.980914, 3.728113, 4.650713], [-3.230323, 1.887717, -2.580549], [0.351770, 3.658582, -0.610531], [-0.056996, 1.680533, 1.705430], [0.798022, 4.200866, -1.841800], [-0.985937, -4.176000, -0.830861], [0.877398, 3.123060, 4.826677], [-0.332560, 4.100015, 0.082816], [2.406515, 3.267265, -3.660956], [1.651851, 3.287303, -2.381076], [2.346751, 3.074381, 5.244321], [0.253228, 0.999180, 2.816269], [-0.069706, -4.584177, 0.020905], [0.305425, -0.324850, -2.467524], [3.462986, 3.078105, -3.477316], [1.732479, -3.767459, 1.455871], [2.159843, -2.962712, 1.889672], [-1.782941, 1.324620, -0.406072], [-3.308278, 2.380504, -4.961742], [0.316275, 3.893070, 5.350540], [0.008948, -0.519387, -4.578271], [1.666843, -1.020144, 1.481475], [2.671175, 1.596512, 5.037096], [1.910117, 1.187031, 0.949945], [-0.785796, -6.822958, -0.264641], [-1.012825, 2.426903, 1.611108], [0.481678, 0.100802, -0.073692]],
  "forces_ev_per_a": [[0.0, 0.0, -0.1], [0.3, -0.1, 0.3], [0.0, 0.2, -0.2], [0.0, 0.0, 0.0], [0.4, 0.1, 0.0], [0.1, 0.0, 0.0], [0.0, 0.0, 0.1], [0.0, 0.0, 0.1], [0.0, 0.0, -0.1], [0.0, 0.0, 0.1], [0.0, 0.0, 0.0], [0.0, 0.0, -0.1], [0.0, 0.1, 0.0], [-0.3, -0.1, -0.6], [-0.3, -0.4, -0.2], [-0.4, -0.7, -0.2], [0.0, 0.0, 0.0], [0.0, 0.0, 0.0], [0.0, -0.1, 0.1], [-0.2, 0.6, -0.4], [-0.1, -0.2, 0.0], [0.0, 0.1, 0.4], [0.1, 0.0, 0.0], [-0.5, 0.6, 0.6], [-0.6, 0.1, -0.2], [0.0, 0.0, -0.1], [-0.1, -0.2, -0.1], [-0.4, 0.2, -0.2], [-0.2, 0.1, 0.0], [0.1, -0.1, 0.0], [0.0, 0.0, 0.0], [-0.1, 0.1, 0.0], [0.1, 0.0, 0.2], [0.3, -0.3, 0.1], [-0.1, 0.1, -0.2], [-0.1, 0.1, 0.2], [0.2, 0.0, 0.1], [0.0, 0.1, 0.0], [0.0, 0.1, 0.0], [0.3, -0.3, 0.3], [0.1, 0.1, 0.0], [0.3, -0.2, -0.3], [0.2, -0.5, 0.2], [0.4, -0.1, -0.1], [0.4, -0.3, -0.3], [0.0, -0.4, 0.1], [0.1, -0.2, 0.1], [-0.1, 0.0, 0.2], [0.0, -0.3, 0.3], [-0.3, 0.8, -0.3], [0.0, -0.2, 0.0], [0.2, -0.2, 0.4], [-0.1, 0.7, -0.1], [-0.1, 0.3, 0.1], [0.1, 0.0, -0.1], [0.3, -0.1, 0.4], [-0.1, -0.1, 0.0], [-0.1, 0.1, 0.1], [0.0, -0.1, 0.0], [-0.1, 0.0, 0.0], [0.0, -0.1, -0.1], [0.2, -0.1, 0.0], [0.3, 0.2, 0.0], [-0.2, 0.1, -0.1], [-0.1, -0.2, -0.1], [-0.3, 0.3, -0.1], [0.2, 0.2, 0.1]],
  "e_homo_ev": -8.01,
  "smiles": "COc1ccc(N(C(=O)c2snc(C(N)=O)c2N)[C@H](C(=O)NC[C@@H]2CCCO2)c2ccc(C)o2)cc1OC",
  "orbital_gap_ev": 7.975,
  "max_force_ha_per_bohr": 0.0188,
  "e_above_lowest_kcal_mol": 6.0
}


2.
{
  "formula": "C19H32N3W",
  "method": "ωB97M-V/def2-TZVPD",
  "symbols": ["C", "N", "C", "C", "N", "C", "C", "H", "C", "C", "H", "H", "H", "C", "C", "W", "C", "N", "H", "C", "C", "C", "H", "H", "C", "H", "C", "H", "H", "H", "H", "C", "H", "H", "H", "H", "H", "C", "C", "H", "H", "H", "H", "H", "H", "H", "H", "H", "H", "H", "H", "H", "H", "C", "H"],
  "positions_angstrom": [[-0.575205, 0.889109, -2.303234], [-0.195565, 0.384409, 2.918996], [-0.272627, 0.188927, 4.205525], [-1.695794, -1.341140, 1.229767], [0.841089, -0.111396, 4.930277], [-2.086941, 0.844347, -2.439955], [-1.927312, 0.052531, 6.126135], [-3.186778, 1.371465, 4.417300], [-0.204363, -2.435665, -0.165691], [2.052335, -0.498276, 0.962933], [0.170615, -1.048203, -3.017457], [1.178547, 0.311946, -3.478395], [2.238765, -1.256802, 1.716964], [1.943830, 0.935716, 1.174387], [-2.141331, -1.138249, -0.094471], [0.142074, -0.273125, -0.317156], [-0.466778, -2.062152, 1.199693], [-1.490407, 0.293651, 4.774352], [0.546767, -3.147165, -0.518586], [-2.588018, 0.619217, 3.888890], [0.140237, 0.004238, -3.326558], [2.096251, -0.386331, 4.280136], [-0.381533, 0.043414, -4.297291], [-3.065721, -0.631409, -0.385836], [0.918401, 0.019936, 6.354791], [-0.708704, 2.936894, -1.624028], [2.180397, 0.576874, -1.084586], [-2.253724, -1.064329, 2.119147], [-1.143262, -0.329769, 6.783395], [-2.575650, 1.164695, -1.512844], [-2.312820, 1.003624, 6.534285], [1.971432, 1.576525, -0.071936], [1.884023, 1.473327, 2.116932], [2.431087, 0.763748, -2.123035], [2.096486, -1.360720, 3.774711], [-0.233032, 2.742821, -3.335535], [0.724422, 0.017726, 2.749605], [-1.225927, -1.825930, -0.978209], [2.279916, -0.711345, -0.443574], [-2.453060, -0.155962, -2.689891], [-2.742601, -0.689544, 6.104290], [-2.422175, 1.531666, -3.235911], [-3.176095, -0.296190, 3.703336], [1.967755, 0.118631, 6.634404], [0.423671, 0.918234, 6.732582], [2.329309, 0.395697, 3.555371], [0.040500, -2.484125, 2.069449], [1.848520, 2.652651, -0.200070], [-1.364460, -1.985480, -2.041938], [2.878607, -0.385853, 5.038060], [0.935366, 2.475702, -2.045019], [-2.139377, 0.990646, 2.959145], [2.594038, -1.653091, -0.892107], [-0.111534, 2.332584, -2.318100], [0.577751, -0.873500, 6.891756]],
  "forces_ev_per_a": [[0.9, -1.2, 1.8], [0.7, -0.7, 0.3], [-0.4, 0.3, -0.4], [0.2, 0.0, -0.6], [0.1, -0.3, 0.8], [-0.3, 0.1, -0.1], [-0.2, -0.1, 0.6], [-0.2, -0.2, -0.5], [-0.7, -0.7, 0.0], [1.0, 0.9, -0.5], [0.0, 0.1, -0.3], [-0.3, 0.0, -0.2], [-0.4, 0.2, -0.2], [0.1, -0.5, -0.8], [0.3, -0.4, -0.1], [-0.5, 2.5, 1.4], [-0.6, -0.8, -0.8], [0.0, 0.0, 0.3], [-0.3, 0.4, 0.2], [0.1, 0.2, 0.1], [-0.2, 0.2, -0.6], [0.1, 0.0, -0.2], [0.2, 0.0, 0.1], [0.6, -0.2, 0.1], [0.6, 0.0, 1.1], [0.1, 0.0, -0.2], [0.4, -0.6, 0.2], [0.6, 0.2, -0.4], [-0.7, 0.2, -0.4], [0.0, 0.1, -0.3], [0.0, -0.4, 0.1], [-0.3, -0.7, 0.1], [-0.3, -0.2, -0.5], [-0.3, 0.0, 0.3], [0.1, 0.1, 0.1], [-0.1, 0.0, 0.2], [0.0, 0.4, -0.8], [-0.6, -0.8, 0.0], [1.0, 0.6, 0.0], [0.0, 0.1, 0.0], [0.2, 0.3, 0.1], [0.1, -0.2, 0.1], [-0.1, 0.4, 0.1], [-0.1, 0.1, 0.0], [0.0, -0.2, -0.1], [0.3, -0.2, 0.2], [0.0, 0.6, -0.4], [0.1, -0.5, -0.1], [0.0, 0.0, 0.3], [0.0, -0.1, -0.3], [-0.2, 0.0, -0.3], [-0.7, 0.1, 0.3], [-0.1, 0.4, 0.0], [0.0, 0.3, -0.3], [0.0, 0.2, 0.0]],
  "e_homo_ev": [-11.02, -11.04],
  "total_charge": 1,
  "s2": 2.02,
  "multiplicity": 3,
  "orbital_gap_ev": [8.281, 6.604],
  "max_force_ha_per_bohr": 0.0556,
  "e_above_lowest_kcal_mol": 0.0
}


3.
{
  "formula": "C24H46N2O3",
  "method": "ωB97M-V/def2-TZVPD",
  "symbols": ["H", "C", "C", "H", "C", "H", "C", "H", "H", "H", "H", "H", "C", "C", "H", "H", "H", "H", "H", "H", "N", "C", "H", "H", "H", "H", "H", "C", "C", "H", "C", "C", "O", "H", "C", "C", "C", "H", "O", "H", "H", "C", "C", "H", "H", "H", "C", "H", "N", "H", "H", "H", "H", "C", "C", "H", "H", "H", "H", "H", "H", "H", "H", "C", "H", "C", "C", "H", "C", "H", "O", "H", "H", "H", "C"],
  "positions_angstrom": [[-2.783568, -0.131494, -1.137326], [-2.070301, -0.916135, 0.756171], [1.259756, -3.775058, 2.354570], [5.576787, 3.697890, 1.056284], [-0.743930, 0.200225, 2.725273], [5.768259, 4.952498, 3.356437], [-3.382199, -0.820604, -4.220818], [-2.586048, 0.890796, 1.811986], [-6.546397, 0.105899, -6.725070], [-1.657466, 0.940656, -0.315094], [-7.170405, 0.266283, -4.225496], [-3.024323, -1.442969, 0.682385], [-6.766169, -1.978949, -3.001210], [7.056966, 2.551227, 3.060817], [-5.663490, -1.367181, -6.344691], [5.541857, 1.093991, 4.629741], [3.879469, 3.470941, 1.471795], [7.486555, 1.730299, 3.641571], [-3.560582, -0.268603, -5.144246], [4.061407, -2.804814, 0.592195], [-5.767285, -1.103591, -3.588367], [-6.245889, -0.178968, -4.601622], [6.917567, 2.164340, 2.038405], [-3.232461, -0.102952, -3.413050], [4.544673, 5.092803, 1.344928], [-0.670424, -0.410725, 3.626931], [-7.597387, -1.355118, -2.661014], [-1.867015, -0.113002, -0.536846], [0.609975, -2.455179, 2.450756], [0.536334, 0.923950, -1.118929], [-6.481006, -0.723091, -6.017809], [2.591804, -3.842076, 1.713392], [0.715481, -4.777928, 2.774486], [-4.238189, -2.346101, -2.998047], [4.762133, 4.075376, 1.675763], [-7.319975, -3.125667, -3.856443], [8.064304, 3.689835, 3.018605], [-1.291757, -1.675343, 0.802421], [-0.811825, -0.655992, -1.323516], [-0.483404, 0.976181, -2.573616], [-6.323037, -2.407057, -2.096662], [5.134909, 4.083553, 3.165310], [0.496291, 0.005738, 1.851717], [-2.456238, -1.381834, -4.350080], [0.292116, 0.254628, 0.809931], [3.104009, -4.797529, 1.738384], [4.958561, 1.773174, 4.000076], [4.235157, 4.246622, 3.764065], [5.807115, 2.913924, 3.705333], [5.147688, 0.733140, 2.078450], [-7.865726, -3.825178, -3.220340], [-4.608197, -2.512412, -4.705609], [9.006570, 3.329598, 2.604058], [1.109675, -1.364134, 1.853340], [4.388005, 0.974917, 2.821646], [-7.407407, -1.290251, -6.095079], [8.254934, 4.076673, 4.020366], [-5.533946, 0.646824, -4.665156], [4.133216, 2.125480, 4.625491], [3.975722, 0.029730, 3.184882], [7.728300, 4.514767, 2.389839], [-0.734208, 1.232948, 3.081252], [0.823798, -0.220673, -2.438306], [2.374053, -1.488241, 1.061235], [-0.326522, -2.434056, 2.997782], [-2.111858, -0.067465, 2.036679], [3.104847, -2.772380, 1.101790], [-2.768377, -0.557280, 2.759576], [-4.516095, -1.777298, -3.889863], [3.582040, 1.504798, 2.315811], [2.791134, -0.554663, 0.404186], [-8.014470, -2.771868, -4.617535], [-6.526235, -3.685392, -4.351847], [1.282716, 0.699769, 2.162683], [0.049633, 0.309780, -1.885097]],
  "forces_ev_per_a": [[0.0, 0.1, 0.0], [-0.3, 0.1, -0.1], [-0.2, -0.2, 0.2], [0.0, 0.0, 0.0], [-0.2, 0.1, -0.1], [0.0, 0.0, 0.0], [0.1, 0.0, 0.0], [0.0, 0.0, -0.1], [0.0, 0.0, 0.0], [0.1, 0.0, 0.1], [0.0, 0.0, 0.0], [0.1, -0.1, 0.0], [-0.1, 0.0, 0.1], [0.0, 0.0, 0.0], [0.0, 0.0, 0.0], [0.0, 0.0, 0.0], [0.0, 0.0, 0.0], [0.0, 0.0, 0.0], [0.0, 0.0, 0.0], [-0.1, 0.1, 0.0], [0.0, 0.0, 0.0], [0.0, 0.1, -0.1], [0.0, 0.0, 0.0], [0.0, 0.0, 0.0], [0.0, 0.0, 0.0], [0.1, 0.0, 0.0], [0.0, 0.0, 0.0], [0.0, 0.1, -0.2], [0.0, 0.4, -0.1], [0.0, 0.0, 0.0], [0.0, 0.0, 0.0], [0.3, 0.2, -0.3], [0.1, 0.1, 0.0], [0.0, 0.0, 0.0], [0.0, 0.0, 0.0], [-0.1, 0.0, 0.0], [0.0, 0.0, 0.0], [0.0, 0.0, 0.0], [0.2, -0.1, 0.3], [0.0, 0.0, 0.0], [0.0, 0.0, 0.0], [0.0, 0.1, 0.0], [0.1, -0.1, 0.2], [0.0, 0.0, 0.0], [0.0, 0.1, 0.0], [-0.1, 0.0, 0.0], [0.0, -0.1, 0.1], [0.0, 0.0, 0.0], [0.0, 0.0, 0.0], [0.0, 0.0, 0.0], [0.0, 0.0, 0.0], [0.0, 0.0, 0.0], [0.0, 0.0, 0.0], [-0.2, -0.2, 0.1], [-0.1, 0.0, 0.1], [0.0, 0.0, 0.0], [0.0, 0.0, 0.0], [0.0, 0.0, 0.0], [0.0, 0.0, 0.0], [0.0, 0.0, 0.0], [0.0, 0.0, 0.0], [0.0, -0.1, 0.0], [-0.1, 0.0, 0.0], [0.1, 0.2, -0.1], [0.1, 0.0, 0.0], [0.3, -0.1, 0.1], [0.0, -0.5, 0.1], [0.0, 0.0, 0.0], [0.0, 0.0, 0.0], [0.0, 0.0, 0.0], [-0.1, -0.2, 0.1], [0.0, 0.0, 0.0], [0.0, 0.0, 0.0], [0.0, 0.0, -0.1], [-0.1, 0.1, -0.2]],
  "e_homo_ev": -8.12,
  "smiles": "COCCCCCC1=CC(=O)C=CC1=O.CCN(CC)CC.CCN(CC)CC",
  "orbital_gap_ev": 6.805,
  "max_force_ha_per_bohr": 0.0094
}


4.
{
  "formula": "C13H14Cl5GeN2Pt",
  "method": "ωB97M-V/def2-TZVPD",
  "symbols": ["C", "C", "N", "Cl", "C", "H", "C", "H", "H", "C", "Pt", "H", "H", "H", "H", "C", "C", "C", "H", "C", "Cl", "C", "Cl", "H", "C", "H", "H", "Cl", "H", "C", "N", "Cl", "C", "H", "Ge", "H"],
  "positions_angstrom": [[0.012345, -3.887486, 1.706044], [0.383091, 1.933754, -0.207960], [0.377017, -2.790996, 1.003544], [0.654232, 5.730614, 1.200517], [-3.095443, -3.067458, -0.056555], [-2.949200, -2.205561, -3.142434], [0.605814, 4.372680, 0.128640], [-3.903272, -3.632190, -0.528344], [-5.552080, -1.517077, -1.468758], [0.776648, 4.579536, -1.240528], [-0.084475, 0.143736, 0.606264], [-5.490194, -0.604426, 0.046713], [-2.152867, -3.573443, -0.274292], [-3.245909, -3.082602, 1.024239], [-2.560839, -0.473952, -3.178125], [0.574348, 2.205478, -1.575052], [-2.084076, 0.060399, 0.262847], [-5.020862, -0.727893, -0.930802], [-0.960759, -4.019435, 3.673408], [-0.532854, -2.032622, 2.768091], [1.013843, 6.172990, -1.864066], [0.758609, 3.477592, -2.092898], [0.192193, 2.872454, 2.321279], [0.715286, -2.734170, 0.058985], [0.411420, 3.090725, 0.610080], [-5.141032, 0.204102, -1.486054], [0.199955, -4.883186, 1.343142], [0.581211, 0.852927, -2.660016], [-1.355495, -1.625007, -2.611351], [-2.423321, -1.401947, -2.621221], [0.037759, -1.654013, 1.628484], [0.980155, 3.725449, -3.791287], [-0.562986, -3.430455, 2.864986], [-2.656969, 0.810044, 0.816478], [-3.088404, -1.193030, -0.766862], [-0.904752, -1.292238, 3.454395]],
  "forces_ev_per_a": [[0.1, 0.2, 0.0], [-0.4, 0.4, 0.2], [-0.1, -0.3, 0.0], [0.0, 0.1, 0.0], [0.0, 0.3, 0.0], [0.0, 0.0, 0.0], [0.1, 0.1, -0.1], [0.0, 0.0, 0.0], [0.0, 0.0, 0.0], [0.0, -0.1, 0.0], [0.6, 0.3, -0.3], [0.0, 0.0, 0.0], [0.0, 0.0, 0.0], [0.0, 0.0, 0.0], [0.0, 0.0, 0.0], [0.0, -0.2, 0.4], [0.1, 0.1, 0.2], [0.2, 0.0, 0.0], [0.0, 0.0, 0.0], [0.1, 0.0, 0.0], [0.0, 0.1, 0.0], [0.1, 0.2, 0.0], [0.0, 0.1, 0.1], [0.1, 0.1, 0.0], [0.0, -0.5, -0.3], [0.0, 0.0, 0.0], [0.0, 0.0, 0.0], [0.0, -0.1, -0.2], [0.0, 0.0, 0.0], [0.0, 0.1, 0.1], [-0.5, -0.4, 0.1], [0.0, 0.0, -0.1], [0.0, -0.1, 0.2], [-0.1, 0.0, -0.1], [-0.2, -0.3, -0.1], [0.0, 0.1, -0.1]],
  "e_homo_ev": [-2.13, -4.43],
  "total_charge": -1,
  "s2": 2.01,
  "multiplicity": 3,
  "orbital_gap_ev": [4.783, 7.014],
  "max_force_ha_per_bohr": 0.0142,
  "e_above_lowest_kcal_mol": 0.0
}